Entry 1:
{
  "formula": "C6H7IN3O",
  "method": "ωB97M-V with the def2-TZVPD basis set",
  "elements": ["I", "O", "N", "N", "N", "C", "C", "C", "C", "C", "C", "H", "H", "H", "H", "H", "H", "H"],
  "xyz": [[-2.251074, 1.796105, -0.315894], [2.422185, 0.811311, -1.051271], [2.809385, -0.487712, -1.334262], [-1.735408, -2.716210, 0.708102], [-0.308951, -1.002195, 0.302893], [1.236768, 0.798353, -0.505168], [1.870967, -1.251246, -0.960419], [0.109196, 3.803958, 0.551273], [0.770993, -0.467523, -0.381483], [-0.990622, -2.006151, -0.115682], [-0.494696, 2.703231, 0.266176], [1.076158, 4.166544, 0.897807], [-0.488212, 4.557529, 0.967964], [-0.753896, -2.365752, -1.099784], [1.857714, -2.408246, -1.065514], [-2.628448, -3.131361, 0.375015], [-0.671287, -0.428544, 1.029437], [-1.830771, -2.372093, 1.730809]],
  "forces_ev_per_a": [[0.622, 0.805, 0.352], [-0.180, 0.428, 0.009], [1.714, -0.199, -1.027], [-2.531, 0.411, 2.353], [0.005, 1.139, -0.409], [-2.392, 1.782, 1.397], [-2.505, -2.347, 1.004], [0.398, 0.003, 1.338], [2.524, -0.737, -1.322], [0.496, -0.865, 0.204], [1.453, -2.064, -1.536], [0.665, -1.179, -0.925], [-1.887, 1.284, 0.066], [-0.292, -0.244, -0.458], [0.537, 2.333, 0.093], [1.249, 0.044, 0.112], [-0.188, 0.148, 1.107], [0.312, -0.742, -2.358]],
  "mulliken_charge": [0.29, -0.11, -0.41, -0.37, -0.22, -0.34, -0.27, -0.27, 0.65, 0.00, -0.23, 0.33, 0.31, 0.42, 0.30, 0.30, 0.32, 0.30],
  "total_charge": 1,
  "gap_ev": [8.28, 7.21],
  "e_lumo_ha": [-0.17162, -0.18481]
}



Entry 2:
{
  "formula": "C38H77NO15",
  "method": "ωB97M-V with the def2-TZVPD basis set",
  "elements": ["O", "O", "O", "O", "O", "O", "O", "O", "O", "O", "O", "O", "O", "O", "O", "N", "C", "C", "C", "C", "C", "C", "C", "C", "C", "C", "C", "C", "C", "C", "C", "C", "C", "C", "C", "C", "C", "C", "C", "C", "C", "C", "C", "C", "C", "C", "C", "C", "C", "C", "C", "C", "C", "C", "H", "H", "H", "H", "H", "H", "H", "H", "H", "H", "H", "H", "H", "H", "H", "H", "H", "H", "H", "H", "H", "H", "H", "H", "H", "H", "H", "H", "H", "H", "H", "H", "H", "H", "H", "H", "H", "H", "H", "H", "H", "H", "H", "H", "H", "H", "H", "H", "H", "H", "H", "H", "H", "H", "H", "H", "H", "H", "H", "H", "H", "H", "H", "H", "H", "H", "H", "H", "H", "H", "H", "H", "H", "H", "H", "H", "H"],
  "xyz": [[5.744563, -6.809418, -5.446225], [3.195452, 5.428867, -8.127057], [-0.548095, -1.806140, 9.369447], [0.283500, -1.305510, 6.444267], [1.725808, -0.173144, -6.282520], [2.637329, -2.258723, -6.138946], [-2.071975, 7.229328, 6.863695], [3.898040, -9.079051, -4.494003], [-2.729074, 0.903150, -0.273937], [-2.741552, 0.466438, 2.777117], [2.794024, -6.002682, -5.065511], [1.729839, -3.646195, 7.820745], [-4.894247, -1.026327, 0.753149], [-3.008336, 5.505290, 4.493807], [-1.818376, 3.922147, 6.853719], [1.357042, 4.187266, -7.164621], [2.520997, 1.692074, -10.094737], [2.096361, -1.331454, -5.560919], [5.429576, -7.242169, -4.123871], [2.289332, -2.627804, 7.000473], [-6.260185, -1.143549, 0.410456], [3.810134, -10.427756, -4.905472], [3.145270, 2.227174, -9.183212], [-2.305497, 2.746984, 7.470010], [-2.695610, -0.515043, -0.117819], [-3.277994, 7.341216, 6.117574], [-1.650769, 0.227938, 3.646749], [4.663535, -6.797988, -6.379450], [-1.342060, 8.439038, 6.889987], [5.195294, -8.742292, -4.017336], [1.759447, -1.358457, -4.010237], [-0.730774, -0.871386, 10.414162], [-3.392609, 1.632222, 0.759459], [2.892421, 0.664204, -6.497971], [1.516015, -1.327411, 7.164143], [-0.769836, -2.107501, 6.979589], [1.118838, 2.698493, -7.022153], [-1.382150, -1.532108, 8.249684], [-0.118276, 2.295557, -6.092413], [-1.690057, 5.496099, -4.891832], [-1.583196, 3.741131, 5.462144], [-1.358819, 3.294876, -6.193441], [-1.668429, 5.075519, 4.733497], [2.035495, -4.943441, 7.350791], [3.669104, -5.670049, -6.139095], [-3.732468, 5.972620, 5.631481], [2.573201, 2.209891, -6.633290], [-2.603470, 1.690530, 2.060315], [3.415511, 2.937348, -7.799879], [2.705247, 4.380950, -7.752104], [-2.999867, 3.383440, -4.080995], [2.261581, -4.855090, -4.436771], [-4.038835, -1.183921, -0.372056], [-1.631699, 3.896749, -4.726197], [2.805924, -10.598701, -5.294552], [-4.040812, 7.769252, 6.779275], [-1.585428, 1.013583, 4.406099], [1.907852, 1.344550, -10.970283], [-2.352693, -2.006923, 8.435009], [-1.875463, 5.917372, -3.848498], [-3.658058, 2.823207, -4.815913], [-0.715419, 0.171882, 3.079673], [3.984884, -11.099187, -4.058010], [-0.417092, 8.264945, 7.440547], [0.975915, -0.591792, -3.744618], [6.312487, -6.999333, -3.524620], [-3.483001, 2.653573, 0.377329], [-0.047512, -1.126712, 11.224727], [1.662966, -4.272582, -5.143006], [-2.485142, 2.962720, 8.523935], [4.482347, 2.842857, -7.449720], [4.214308, -4.746273, -5.921026], [3.329512, -2.480073, 7.315346], [-0.724020, 5.903633, -5.328393], [4.598691, -6.669959, -3.708436], [-3.598462, 4.287158, -3.731891], [0.716208, 2.451967, -8.059266], [-3.727530, 5.233427, 6.433772], [1.401069, -2.400680, -3.766397], [-1.181645, 4.106527, -6.955420], [3.066109, -4.236236, -4.025030], [-2.838493, 2.705801, -3.190457], [-2.313524, 3.047315, 5.033089], [4.529011, -10.635592, -5.705456], [0.213992, 2.084588, -5.019882], [-1.522432, -0.452759, 8.127335], [2.718531, 2.645438, -5.600043], [5.254551, -9.050871, -2.966360], [-0.449738, -3.141787, 7.112735], [5.128978, -6.630384, -7.355381], [-3.001262, 2.491899, 2.693948], [-1.759012, -0.908879, 10.790451], [-6.538109, -0.389621, -0.334034], [-4.768895, 6.066081, 5.293330], [-0.575096, 3.324840, 5.348516], [-3.891014, -2.259210, -0.530366], [-1.570665, 1.937462, 7.392423], [1.541132, -5.665021, 8.001812], [-2.310921, 2.733094, -6.474027], [2.713290, -1.083482, -3.449005], [-0.493007, 0.140756, 10.069012], [4.173105, -7.771371, -6.427412], [-3.133020, 8.000972, 5.254298], [-1.227609, 4.942733, 3.740591], [-2.594623, 5.729648, -5.527360], [-1.083168, 8.756575, 5.874078], [3.116412, -5.116739, 7.379886], [-1.550063, 1.891576, 1.836926], [1.622933, -5.180833, -3.613391], [-1.808937, -0.730422, 4.141926], [-4.407417, 1.263139, 0.913720], [5.963125, -9.269295, -4.595486], [2.267197, -2.930785, 5.947190], [-1.545909, -2.114173, 6.208037], [1.658443, -5.084417, 6.332015], [-6.474687, -2.147274, 0.028533], [3.054918, -5.526975, -7.035308], [1.364543, -1.073033, 8.214075], [-0.779251, 3.700929, -3.998640], [3.479947, 0.219599, -7.356319], [-1.088161, 5.851764, 5.234354], [1.529824, 4.616061, -6.237212], [-3.253327, 2.439708, 7.014689], [-4.497754, -0.744015, -1.265148], [-0.471606, 1.286642, -6.494224], [3.557393, 0.549509, -5.572350], [2.117485, -0.524245, 6.727560], [-2.277438, -0.795951, 0.849880], [-1.917024, 9.222626, 7.394668], [-6.851409, -0.970588, 1.310165], [-1.995935, -0.871164, -0.880407]],
  "forces_ev_per_a": [[-0.244, -0.107, 0.098], [-1.118, -1.893, 0.998], [0.104, 0.296, -0.043], [0.004, -0.141, 0.218], [0.508, -0.285, 1.181], [-0.941, 1.862, 1.188], [0.141, 0.041, -0.258], [0.126, -0.051, -0.253], [-0.110, -0.147, 0.193], [0.265, -0.042, -0.142], [0.159, 0.129, 0.230], [-0.168, -0.061, -0.239], [-0.089, 0.240, -0.137], [0.123, -0.008, 0.246], [-0.295, -0.104, -0.049], [1.990, 0.208, 0.393], [0.334, 0.805, 0.302], [0.302, -0.959, -0.481], [0.269, -0.090, -0.087], [-0.208, -0.010, 0.496], [0.213, -0.044, 0.147], [-0.083, 0.233, 0.123], [-1.370, 0.147, 0.850], [0.153, 0.205, -0.016], [-0.033, 0.057, -0.284], [0.183, -0.357, 0.351], [-0.255, 0.006, -0.076], [0.116, 0.271, -0.061], [-0.105, -0.221, 0.106], [-0.478, 0.239, 0.040], [0.087, 0.478, -0.794], [0.023, -0.235, -0.095], [0.252, 0.227, -0.061], [1.202, -0.065, 0.357], [0.100, 0.023, -0.284], [-0.150, 0.269, -0.101], [-1.137, 0.300, -0.274], [0.317, -0.534, 0.116], [0.183, -0.722, -0.721], [-0.392, -0.900, 0.954], [0.199, 0.510, 0.375], [0.083, -0.672, 1.448], [-0.116, -0.209, -0.219], [-0.027, 0.183, 0.186], [-0.183, -0.517, 0.090], [-0.091, 0.176, -0.218], [-1.308, -1.150, -1.083], [-0.527, -0.378, 0.107], [-0.441, -1.412, 0.320], [0.368, -0.188, -0.715], [-0.086, 0.300, 0.087], [-0.099, -0.365, -0.065], [0.076, -0.013, 0.529], [-0.339, 1.402, -0.593], [0.031, 0.070, 0.092], [-0.169, 0.073, -0.155], [0.178, -0.060, 0.022], [1.299, 0.432, 1.498], [-0.160, 0.118, -0.153], [0.337, -0.195, -1.405], [0.879, 0.673, 0.749], [0.091, 0.082, 0.093], [0.055, -0.130, -0.076], [-0.109, -0.047, 0.023], [0.814, -0.873, -0.404], [0.016, -0.062, -0.111], [0.116, -0.061, -0.013], [-0.050, -0.081, -0.087], [0.084, 0.101, 0.070], [0.084, 0.059, -0.071], [-0.885, 0.876, -1.005], [-0.006, 0.023, -0.033], [0.095, 0.122, -0.187], [-1.314, -0.419, 0.453], [-0.161, -0.193, -0.066], [0.680, -1.177, -0.302], [1.236, -0.244, 1.182], [0.191, 0.128, 0.107], [0.595, 1.248, -0.114], [-0.104, -0.851, 0.901], [-0.030, 0.152, -0.094], [-0.117, 0.745, -0.968], [-0.037, 0.019, -0.015], [0.067, -0.100, 0.053], [-0.486, 0.566, -1.326], [-0.009, 0.025, -0.032], [0.287, -0.055, -1.270], [0.236, -0.003, 0.045], [0.041, 0.062, 0.252], [0.042, 0.080, 0.106], [0.089, 0.223, -0.113], [-0.003, 0.136, 0.039], [-0.047, -0.076, -0.094], [0.098, 0.045, -0.074], [0.007, -0.114, -0.232], [0.086, -0.011, -0.226], [-0.083, -0.109, -0.016], [0.051, 0.107, 0.032], [1.417, 0.636, 0.102], [-1.217, -0.594, -0.689], [-0.113, 0.074, 0.038], [-0.169, 0.090, 0.163], [-0.040, -0.010, -0.018], [-0.121, -0.050, 0.014], [1.137, 0.014, 0.511], [-0.054, 0.120, -0.001], [0.012, -0.108, -0.114], [0.026, 0.011, -0.028], [0.043, -0.126, -0.074], [-0.069, 0.081, -0.047], [0.100, -0.140, 0.202], [0.034, 0.024, 0.017], [0.013, 0.040, -0.017], [0.046, 0.109, 0.035], [0.110, -0.033, -0.062], [-0.125, 0.032, -0.091], [0.147, 0.151, -0.141], [-0.003, -0.250, 0.050], [-0.978, -0.055, -1.080], [-0.731, 0.779, 0.694], [-0.045, -0.129, 0.224], [-0.794, -0.045, -0.380], [0.025, -0.142, -0.034], [0.036, -0.004, -0.028], [0.726, 1.228, 0.587], [-0.689, 0.222, -1.181], [-0.062, -0.082, -0.078], [-0.240, -0.026, 0.088], [0.063, 0.128, -0.069], [0.108, -0.056, -0.008], [-0.091, 0.079, -0.038]],
  "mulliken_charge": [-0.47, -0.57, -0.28, -0.33, -0.22, -0.54, -0.25, -0.25, -0.39, -0.30, -0.33, -0.27, -0.23, -0.49, -0.39, -0.34, 0.15, 0.53, -0.31, -0.60, -0.79, -0.78, -0.81, -0.72, -0.31, -0.59, -0.41, -0.44, -0.78, -0.60, -0.70, -0.76, -0.68, -0.76, -0.42, -0.46, -0.05, -0.07, -0.59, -1.55, -0.20, -0.87, -0.68, -0.78, -0.47, -0.35, -0.10, -0.17, 0.18, 0.24, -1.09, -0.84, -0.59, 0.69, 0.23, 0.42, 0.11, 0.36, 0.45, 0.42, 0.29, 0.39, 0.32, 0.24, 0.29, 0.41, 0.39, 0.25, 0.30, 0.40, 0.46, 0.28, 0.42, 0.30, 0.10, 0.32, 0.01, 0.13, 0.20, 0.48, 0.41, 0.13, 0.07, 0.33, 0.22, -0.12, 0.45, 0.42, 0.16, 0.41, 0.23, 0.33, 0.33, 0.41, 0.52, 0.42, 0.17, 0.23, 0.40, 0.26, 0.29, 0.17, 0.35, 0.48, 0.35, 0.33, 0.32, 0.36, 0.36, 0.03, 0.24, 0.36, 0.34, 0.43, 0.33, 0.32, 0.41, 0.18, 0.28, 0.31, 0.23, 0.27, 0.33, 0.35, 0.26, 0.34, 0.38, 0.06, 0.32, 0.23, 0.41],
  "gap_ev": 9.40,
  "e_lumo_ha": 0.01228
}



Entry 3:
{
  "formula": "C3H9N2S",
  "method": "ωB97M-V with the def2-TZVPD basis set",
  "elements": ["S", "N", "N", "C", "C", "C", "H", "H", "H", "H", "H", "H", "H", "H", "H"],
  "xyz": [[0.447595, -2.611901, -1.675999], [-0.058900, 1.496589, 1.669732], [0.952841, 0.721307, -0.867278], [0.275705, -0.321946, -0.092580], [-0.550593, -1.262100, -0.951750], [-0.652226, 0.367634, 0.975848], [-1.006681, -0.671040, -1.757248], [1.054206, -0.842045, 0.460946], [-1.435955, -1.608155, -0.390372], [1.874761, 0.419160, -1.145639], [-1.589999, 0.654753, 0.495787], [0.452283, 2.030989, 0.969442], [-0.811688, -0.438830, 1.686785], [0.610860, 1.176941, 2.355800], [0.437794, 0.888651, -1.733469]],
  "forces_ev_per_a": [[-0.175, 0.032, 0.017], [-0.241, 0.426, 0.000], [-0.044, 0.437, -0.336], [-0.754, 1.149, 0.394], [0.022, -0.414, -0.160], [1.001, -0.824, -0.528], [0.106, 0.180, -0.034], [-0.005, -0.329, -0.029], [0.378, -0.257, 0.123], [-0.012, -0.213, -0.100], [-0.081, 0.040, 0.103], [0.097, -0.095, 0.122], [-0.605, 0.054, 0.241], [0.125, -0.053, -0.067], [0.187, -0.131, 0.255]],
  "mulliken_charge": [-0.66, -0.67, -0.67, 0.11, -0.81, -0.86, 0.23, 0.35, 0.26, 0.24, 0.35, 0.29, 0.35, 0.27, 0.24],
  "total_charge": -1,
  "gap_ev": 6.59,
  "e_lumo_ha": 0.15388
}



| no. | maximum force (Eh/bohr) |
| --- | --- |
| 1 | 0.0696 |
| 2 | 0.0470 |
| 3 | 0.0278 |